ORCA calculation (wB97M-V/def2-TZVPD) on a structure of composition C4H5N3O7S at a distorted geometry.

Geometry as ORCA input:
```
! RIJCOSX wB97M-V def2-TZVPD def2/J DEFGRID3
* xyz 0 1
C 0.18477 -0.05006 0.18874
C 0.37625 1.06910 -0.78844
C -0.95835 -0.96714 -0.11793
C -2.11247 -0.22938 -0.54117
N -0.62234 -2.07023 -1.04518
N -3.21914 -0.34068 0.18731
N -5.96912 0.41975 0.25683
O 0.55176 -2.10166 -1.43338
O -1.47934 -2.84048 -1.27660
O -3.33858 -1.21870 1.04554
O -4.25643 0.45759 -0.03899
O -6.23480 -0.46747 0.94567
O -6.40494 1.33271 -0.22754
O -2.00234 0.72597 -1.45294
S -1.14994 2.05959 -0.67731
H 1.07863 -0.72018 0.17066
H 0.09202 0.41202 1.31138
H 1.18899 1.79376 -0.42436
H 0.53200 0.87472 -1.91244
H -1.23505 -1.49541 0.85419
*
```

Results
orbital gap: 6.892 eV
F_max: 4.65 eV Å⁻¹
HOMO: -8.478 eV



ORCA calculation (wB97M-V/def2-TZVPD) on the molecule C4H5N3S at a distorted geometry.

Geometry as ORCA input:
```
! RIJCOSX wB97M-V def2-TZVPD def2/J DEFGRID3
* xyz 0 1
H -0.76309 -2.04494 -0.05551
N -0.00820 -1.29136 -0.21519
C -0.47118 -0.03935 -0.27230
C 0.60228 0.97566 -0.21191
C 1.85759 0.74036 -0.07612
C 2.50887 -0.49813 -0.10147
N 3.01102 -1.56433 -0.11376
N -1.75276 0.45360 -0.16147
S -3.17664 -0.63764 -0.14931
H 0.32832 2.05869 -0.16089
H 2.66884 1.47263 0.30834
H -1.90731 1.43638 0.15367
H -2.89774 -1.06158 1.05590
*
```

Results
orbital gap: 9.419 eV
F_max: 5.21 eV Å⁻¹
relative energy (zero: lowest compared OMol25 entry of this formula, charge and spin): 2.883 eV
HOMO: -9.559 eV



ORCA calculation (wB97M-V/def2-TZVPD) on the molecule C4H5N3S at a distorted geometry.

Geometry as ORCA input:
```
! RIJCOSX wB97M-V def2-TZVPD def2/J DEFGRID3
* xyz 0 1
N 1.44877 -1.71273 2.15602
C 1.12309 -1.45708 1.07282
C 0.68341 -1.22727 -0.30369
C -0.78285 -0.99370 -0.50727
N 0.20025 0.04951 -0.72663
C 0.28674 1.24614 -0.01863
N -0.87074 1.92561 -0.00513
S 1.69808 1.76636 0.67245
H 1.24807 -1.78819 -1.03386
H -1.38728 -0.92372 0.38685
H -1.22446 -1.39860 -1.38770
H -0.82898 2.86031 0.30739
H -1.59410 1.65335 -0.61261
*
```

Results
orbital gap: 9.165 eV
F_max: 1.53 eV Å⁻¹
relative energy (zero: lowest compared OMol25 entry of this formula, charge and spin): 1.716 eV
HOMO: -8.655 eV



ORCA calculation (wB97M-V/def2-TZVPD) on the molecule C4H5N3S at a distorted geometry.

Geometry as ORCA input:
```
! RIJCOSX wB97M-V def2-TZVPD def2/J DEFGRID3
* xyz 0 1
C 2.09688 -0.17530 0.11676
C -0.18891 1.33369 -0.23949
C -1.44495 -1.07530 0.22069
C 0.82267 -0.46030 -0.40767
N 3.14501 -0.04491 0.52386
N 0.43866 2.37079 -0.42223
N -0.07142 -1.35064 0.20764
S -1.62982 0.86132 0.45911
H -2.16315 -1.18519 -0.74182
H -1.91937 -1.64407 0.95493
H 0.69107 -0.34236 -1.55432
H 0.03776 3.25316 -0.22926
H 0.18556 -1.54088 1.11179
*
```

Results
orbital gap: 8.985 eV
F_max: 5.75 eV Å⁻¹
relative energy (zero: lowest compared OMol25 entry of this formula, charge and spin): 3.448 eV
HOMO: -8.587 eV



ORCA calculation (wB97M-V/def2-TZVPD) on the ion C4H5N4S with charge +1 at a distorted geometry.

Geometry as ORCA input:
```
! RIJCOSX wB97M-V def2-TZVPD def2/J DEFGRID3
* xyz 1 3
C -1.44056 0.63920 -0.28447
C -1.43524 0.65198 2.25488
C -0.28368 0.06741 0.11154
C 1.17121 -0.65487 -1.85880
N 1.71060 -0.63499 0.59159
N 1.17373 -0.38859 1.70283
N 0.91576 -0.37969 -0.43366
N -0.01226 -0.04457 1.43195
S -2.36634 1.12524 1.02972
H -1.82060 0.78963 -1.35626
H -1.35480 0.77298 3.27066
H 0.20973 -0.96013 -2.15821
H 1.35673 0.23900 -2.39818
H 2.17573 -1.22260 -1.90360
*
```

Results
orbital gap (alpha / beta): 7.369 / 8.104 eV
F_max: 7.17 eV Å⁻¹
relative energy (zero: lowest compared OMol25 entry of this formula, charge and spin): 2.381 eV
⟨S²⟩: 2.022
HOMO (alpha / beta): -11.625 / -15.610 eV



ORCA calculation (wB97M-V/def2-TZVPD) on the molecule C4H5NO.

Geometry as ORCA input:
```
! RIJCOSX wB97M-V def2-TZVPD def2/J DEFGRID3
* xyz 0 1
C -1.08082 -0.25943 -0.70589
C 0.27611 -0.78468 -0.20350
C 0.62960 0.10688 0.95144
O 0.41802 -0.11959 2.11615
C 1.13720 1.43976 0.52209
N 1.49526 2.47052 0.14393
H -1.88782 -0.63834 -0.07624
H -1.27378 -0.55701 -1.73465
H -1.12149 0.83831 -0.67339
H 1.04223 -0.71315 -0.98403
H 0.22835 -1.81883 0.15364
*
```

Results
orbital gap: 10.865 eV
F_max: 0.93 eV Å⁻¹
relative energy (zero: lowest compared OMol25 entry of this formula, charge and spin): 0.796 eV
HOMO: -11.108 eV



ORCA calculation (wB97M-V/def2-TZVPD) on the molecule C4H5NO at a distorted geometry.

Geometry as ORCA input:
```
! RIJCOSX wB97M-V def2-TZVPD def2/J DEFGRID3
* xyz 0 1
N -1.02413 2.28471 0.98593
C -0.28812 1.73878 0.27920
C 0.55829 0.84812 -0.52507
C 0.50638 -0.47029 0.23976
C -0.65867 -1.33369 0.09438
O 0.62580 -1.71531 -0.39944
H 1.57403 1.24781 -0.61582
H 0.13715 0.77975 -1.53324
H 0.99859 -0.39878 1.20814
H -1.04577 -1.87890 0.95210
H -1.38355 -1.10221 -0.68594
*
```

Results
orbital gap: 11.833 eV
F_max: 1.20 eV Å⁻¹
relative energy (zero: lowest compared OMol25 entry of this formula, charge and spin): 1.677 eV
HOMO: -10.960 eV



ORCA calculation (wB97M-V/def2-TZVPD) on the molecule C4H5NO at a distorted geometry.

Geometry as ORCA input:
```
! RIJCOSX wB97M-V def2-TZVPD def2/J DEFGRID3
* xyz 0 1
N -0.58456 0.81074 -1.76323
C -0.17030 0.29455 -0.55259
C 0.40297 -0.89930 -0.20199
C 0.56764 -0.82519 1.20707
C 0.04910 0.35334 1.61900
O -0.39898 1.06666 0.51954
H -0.58171 1.82019 -1.81548
H -0.14947 0.37652 -2.56237
H 0.54779 -1.76454 -0.82745
H 0.92148 -1.56843 1.90683
H -0.60394 0.33544 2.47066
*
```

Results
orbital gap: 8.719 eV
F_max: 1.37 eV Å⁻¹
relative energy (zero: lowest compared OMol25 entry of this formula, charge and spin): 1.122 eV
HOMO: -7.719 eV



ORCA calculation (wB97M-V/def2-TZVPD) on the molecule C4H5NO.

Geometry as ORCA input:
```
! RIJCOSX wB97M-V def2-TZVPD def2/J DEFGRID3
* xyz 0 1
O 0.03419 -2.16425 0.92158
C 0.04583 -1.09152 0.38555
C -1.02832 -0.27067 -0.36195
C 0.04609 0.79950 -0.55292
N 0.64335 1.21293 0.69195
C 1.10593 -0.04209 0.10149
H -1.25080 -0.80145 -1.29669
H -1.96148 0.00147 0.14154
H 0.15006 1.44993 -1.41354
H 0.05626 1.07158 1.51102
H 2.15891 -0.16542 -0.12801
*
```

Results
orbital gap: 10.578 eV
F_max: 0.58 eV Å⁻¹
relative energy (zero: lowest compared OMol25 entry of this formula, charge and spin): 2.037 eV
HOMO: -9.602 eV



ORCA calculation (wB97M-V/def2-TZVPD) on the molecule C4H5NO at a distorted geometry.

Geometry as ORCA input:
```
! RIJCOSX wB97M-V def2-TZVPD def2/J DEFGRID3
* xyz 0 1
C -1.53724 -0.32949 -0.15707
C -0.34788 0.53469 0.14862
O 0.46683 0.15672 1.25045
C 1.09593 0.29542 -0.00749
C 1.88187 -0.76868 -0.61300
N 2.78164 -1.28464 -1.12763
H -2.30575 -0.08073 0.58502
H -1.94960 -0.10416 -1.14582
H -1.31553 -1.39628 -0.07770
H -0.56266 1.60586 0.12154
H 1.70940 1.19233 -0.10503
*
```

Results
orbital gap: 11.637 eV
F_max: 1.22 eV Å⁻¹
relative energy (zero: lowest compared OMol25 entry of this formula, charge and spin): 1.887 eV
HOMO: -10.881 eV